w) Below is the molecule C2H3ClS, with properties calculated with ωB97M-V with the def2-TZVPD basis set.

Summary:
Highest occupied orbital energy (spin up / spin down) = -7.90 / -7.91 eV
HOMO-LUMO gap (spin up / spin down) = 7.745 / 7.790 eV
Spin multiplicity = 1
Net charge = 0
Lowest unoccupied orbital energy (spin up / spin down) = -0.16 / -0.12 eV

Each line ends with the natural charge from an NBO analysis.
Atoms and positions in Å:
C1 0.416 -0.696 -0.419  -0.745
C2 0.608 1.731 1.249  -0.582
S1 1.339 0.377 0.497  0.630
Cl1 1.651 3.005 1.704  0.034
H1 -0.617 -0.515 -0.637  0.216
H2 0.854 -1.665 -0.516  0.230
H3 -0.413 1.995 1.019  0.217

=====

x) Below is a cluster of 2 separate species, C2H3ClS in total, with properties calculated with ωB97M-V with the def2-TZVPD basis set.

Summary:
Highest occupied orbital energy = -9.47 eV
HOMO-LUMO gap = 8.755 eV
Spin multiplicity = 1
Net charge = 0
Lowest unoccupied orbital energy = -0.71 eV

Each line ends with the natural charge from an NBO analysis.
Atoms and positions in Å:
C1 -0.652 1.009 -0.137  -0.543
C2 0.254 0.052 -0.717  -0.129
S1 -1.323 -0.613 -0.801  0.204
Cl1 2.130 -1.621 1.203  -0.299
H1 -0.869 0.971 0.921  0.238
H2 -0.966 1.916 -0.537  0.231
H3 1.426 -1.714 0.069  0.298

=====

y) Below is the molecule C2H3ClS, with properties calculated with ωB97M-V with the def2-TZVPD basis set.

Summary:
Highest occupied orbital energy = -9.16 eV
HOMO-LUMO gap = 8.763 eV
Spin multiplicity = 1
Net charge = 0
Lowest unoccupied orbital energy = -0.39 eV
Structure (SMILES) = S=CCCl

Each line ends with the natural charge from an NBO analysis.
Atoms and positions in Å:
S1 -2.141 -0.043 -0.142  0.108
C1 -0.642 0.313 -0.401  -0.311
C2 0.483 -0.277 0.368  -0.457
Cl1 2.099 0.265 -0.231  -0.055
H1 -0.408 1.127 -1.197  0.218
H2 0.392 -0.031 1.399  0.245
H3 0.217 -1.354 0.205  0.252

=====

Least stable structure: x)

=====

w) Below is the molecule C6H7FO, with properties calculated with ωB97M-V with the def2-TZVPD basis set.

Summary:
Highest occupied orbital energy = -8.94 eV
HOMO-LUMO gap = 9.620 eV
Spin multiplicity = 1
Net charge = 0
Lowest unoccupied orbital energy = 0.68 eV
Structure (SMILES) = O[C@@H]1[C@H]2C=C(F)[C@@H]1C2

Each line ends with the natural charge from an NBO analysis.
Atoms and positions in Å:
O1 2.204 -0.908 -0.257  -0.670
C1 0.986 -0.507 -0.453  0.172
C2 0.547 1.097 -0.421  -0.279
C3 -0.954 0.827 -0.741  -0.293
C4 -1.192 -0.077 0.134  0.367
F1 -2.407 -0.722 -0.012  -0.338
C5 -0.001 -0.453 0.820  -0.335
C6 0.556 0.892 1.061  -0.371
H1 2.639 -0.274 -0.900  0.483
H2 0.481 -0.810 -1.351  0.145
H3 1.191 1.947 -0.879  0.217
H4 -1.690 1.092 -1.692  0.251
H5 0.000 -1.378 1.452  0.241
H6 1.626 0.860 1.541  0.204
H7 0.127 1.654 1.596  0.208

=====

x) Below is the molecule C6H7FO, with properties calculated with ωB97M-V with the def2-TZVPD basis set.

Summary:
Highest occupied orbital energy = -8.79 eV
HOMO-LUMO gap = 9.765 eV
Spin multiplicity = 1
Net charge = 0
Lowest unoccupied orbital energy = 0.97 eV
Structure (SMILES) = C#C[C@@H](F)C(=C)OC

Each line ends with the natural charge from an NBO analysis.
Atoms and positions in Å:
C1 -2.440 -0.570 0.832  -0.200
C2 -1.536 -0.066 0.227  -0.057
C3 -0.533 0.643 -0.533  0.078
F1 -0.177 1.799 0.067  -0.332
C4 0.690 -0.266 -0.746  0.296
C5 1.101 -0.591 -1.985  -0.480
O1 1.384 -0.725 0.285  -0.496
C6 0.987 -0.435 1.612  -0.262
H1 -3.329 -1.006 1.266  0.247
H2 -0.929 0.861 -1.492  0.209
H3 0.399 -0.241 -2.819  0.199
H4 2.013 -1.131 -2.198  0.221
H5 0.206 -1.106 1.971  0.186
H6 0.662 0.573 1.722  0.193
H7 1.893 -0.633 2.235  0.197

=====

Least stable structure: w)

=====

w) Below is a structure of composition H31O16, with properties calculated with ωB97M-V with the def2-TZVPD basis set.

Summary:
Highest occupied orbital energy = -7.18 eV
HOMO-LUMO gap = 9.340 eV
Spin multiplicity = 1
Net charge = -1
Lowest unoccupied orbital energy = 2.16 eV

Each line ends with the natural charge from an NBO analysis.
Atoms and positions in Å:
O1 1.290 -0.284 0.380  -1.169
H1 0.552 -0.830 -2.294  0.470
H2 -0.218 -0.677 1.810  0.495
O2 1.999 1.718 -0.914  -1.153
H3 1.540 0.669 -0.379  0.486
H4 2.075 -0.453 0.911  0.452
O3 -1.371 0.489 -0.714  -1.019
H5 -0.693 0.050 -0.179  0.488
H6 -1.421 1.334 -0.152  0.500
O4 1.395 -4.957 1.908  -0.943
H7 1.049 -4.081 1.794  0.475
H8 2.137 -4.916 2.485  0.467
O5 -0.408 2.589 0.753  -0.990
H9 -0.209 3.367 0.206  0.486
H10 -4.465 -2.443 -1.401  0.462
O6 3.273 -2.948 3.099  -0.938
H11 2.739 -3.392 3.747  0.458
H12 2.920 -2.062 3.104  0.481
O7 -0.054 0.282 5.139  -0.950
H13 0.051 -0.214 4.308  0.479
H14 -0.661 0.984 4.913  0.473
O8 -1.790 -2.859 -0.839  -0.990
H15 -2.296 -2.060 -0.921  0.503
H16 -0.845 -2.806 -1.003  0.501
O9 1.454 4.272 -2.670  -0.952
H17 1.915 3.364 -2.561  0.496
O10 -2.126 1.275 -4.075  -0.962
H18 -1.342 0.900 -4.544  0.482
H19 -1.861 0.927 -3.191  0.476
O11 -1.184 -0.877 1.728  -0.983
H20 -1.353 -1.601 1.180  0.478
H21 0.425 2.029 0.643  0.512
O12 -4.223 -3.225 -1.870  -0.972
H22 -3.089 3.081 1.103  0.497
H23 -3.356 -3.567 -1.557  0.499
O13 2.188 1.060 3.077  -0.994
H24 1.677 1.304 3.836  0.488
H25 1.722 1.085 2.210  0.494
O14 1.435 -0.795 -2.689  -0.962
H26 1.323 -0.564 -5.037  0.475
H27 1.595 0.113 -2.276  0.494
O15 0.679 0.133 -4.895  -0.970
H28 0.953 0.460 -4.022  0.482
H29 1.711 4.603 -1.819  0.454
O16 -3.928 3.518 1.003  -0.973
H30 2.780 1.546 -0.400  0.441
H31 -3.985 4.456 1.065  0.476

=====

x) Below is a cluster of 16 separate species, H31O16 in total, with properties calculated with ωB97M-V with the def2-TZVPD basis set.

Summary:
Highest occupied orbital energy = -7.30 eV
HOMO-LUMO gap = 9.168 eV
Spin multiplicity = 1
Net charge = -1
Lowest unoccupied orbital energy = 1.87 eV

Each line ends with the natural charge from an NBO analysis.
Atoms and positions in Å:
O1 -2.116 -0.810 4.417  -0.961
H1 2.602 2.921 -3.033  0.488
H2 0.368 0.948 -2.367  0.490
O2 -2.893 0.974 -3.266  -0.968
H3 -1.842 -0.609 3.487  0.482
H4 -1.300 -0.875 4.918  0.458
O3 -1.085 0.665 -1.215  -1.073
H5 -2.903 0.305 -2.538  0.489
H6 -1.445 1.379 -0.661  0.475
O4 5.411 3.087 0.318  -0.934
H7 4.596 3.175 -0.136  0.474
H8 5.158 2.625 1.099  0.460
O5 -0.466 -3.022 -3.521  -0.932
H9 0.167 -2.831 -2.771  0.469
H10 1.152 1.099 -0.263  0.493
O6 -3.000 3.345 -1.330  -0.976
H11 -3.327 2.627 -1.913  0.502
H12 -3.671 4.022 -1.236  0.467
O7 2.511 1.609 5.035  -0.941
H13 2.564 1.548 4.085  0.473
H14 1.604 1.424 5.281  0.469
O8 0.212 -0.532 0.497  -1.230
H15 -0.463 0.179 -0.547  0.486
H16 -0.461 -0.735 1.106  0.405
O9 -4.933 -1.858 1.901  -0.932
H17 -4.377 -1.610 1.141  0.460
O10 0.306 -5.355 0.336  -0.975
H18 0.524 -4.547 -0.236  0.492
H19 0.449 -5.018 1.273  0.476
O11 0.461 1.210 -3.283  -0.964
H20 -0.316 1.848 -3.193  0.452
H21 -1.282 -2.759 -3.066  0.463
O12 1.816 1.278 -0.914  -0.950
H22 -1.301 0.847 2.045  0.484
H23 1.829 0.410 -1.320  0.457
O13 2.349 -2.885 2.065  -0.998
H24 2.216 -2.869 1.067  0.486
H25 2.167 -2.048 2.425  0.461
O14 3.063 3.706 -3.441  -0.945
H26 0.681 -2.161 -0.330  0.524
H27 2.269 4.275 -3.245  0.456
O15 1.413 -2.824 -0.291  -0.976
H28 2.086 -2.200 -0.530  0.478
H29 -4.798 -1.014 2.415  0.473
O16 -2.121 0.406 1.879  -0.940
H30 -1.964 1.005 -3.467  0.482
H31 -1.914 -0.356 1.323  0.472

=====

Least stable structure: x)

=====

w) Below is the molecule C2HClN2O, with properties calculated with ωB97M-V with the def2-TZVPD basis set.

Summary:
Highest occupied orbital energy = -9.84 eV
HOMO-LUMO gap = 10.365 eV
Spin multiplicity = 1
Net charge = 0
Lowest unoccupied orbital energy = 0.52 eV
Structure (SMILES) = Clc1nnco1

Each line ends with the natural charge from an NBO analysis.
Atoms and positions in Å:
Cl1 0.842 -1.131 1.151  0.188
C1 0.016 -0.345 0.104  0.271
N1 -0.771 0.634 0.527  -0.294
N2 -1.156 1.472 -0.443  -0.236
C2 -0.460 1.015 -1.483  0.281
O1 0.298 -0.082 -1.178  -0.395
H1 -0.555 1.119 -2.459  0.184

=====

x) Below is a structure of composition C2HClN2O, with properties calculated with ωB97M-V with the def2-TZVPD basis set.

Summary:
Highest occupied orbital energy (spin up / spin down) = -11.38 / -11.39 eV
HOMO-LUMO gap (spin up / spin down) = 7.314 / 7.320 eV
Spin multiplicity = 1
Net charge = 0
Lowest unoccupied orbital energy (spin up / spin down) = -4.07 / -4.07 eV

Each line ends with the natural charge from an NBO analysis.
Atoms and positions in Å:
C1 1.675 1.517 0.007  0.381
C2 0.531 -0.630 0.028  0.512
N1 1.863 2.652 0.030  -0.236
N2 1.535 0.233 -0.019  -0.354
O1 0.532 -1.818 0.068  -0.487
Cl1 3.615 -0.696 -0.030  0.012
H1 -0.424 -0.033 0.009  0.172

=====

Least stable structure: x)

=====

w) Below is a cluster of 2 separate species, C3H10N3 in total, with properties calculated with ωB97M-V with the def2-TZVPD basis set.

Summary:
Highest occupied orbital energy = -13.82 eV
HOMO-LUMO gap = 8.707 eV
Spin multiplicity = 1
Net charge = +1
Lowest unoccupied orbital energy = -5.12 eV

Each line ends with the natural charge from an NBO analysis.
Atoms and positions in Å:
C1 -1.806 -1.643 -2.072  -0.360
C2 -0.078 0.024 -1.125  -0.348
C3 -0.661 -0.976 -2.155  -0.191
N1 -1.054 0.257 -0.180  0.080
N2 -0.857 0.261 1.022  -0.307
N3 1.458 0.519 2.532  -1.093
H1 -2.101 -2.324 -2.883  0.241
H2 -2.543 -1.270 -1.314  0.206
H3 0.928 -0.229 -0.941  0.226
H4 -0.040 1.035 -1.563  0.280
H5 -0.032 -1.104 -2.994  0.222
H6 0.082 0.149 1.619  0.423
H7 -1.715 0.417 1.485  0.400
H8 1.846 -0.387 2.924  0.406
H9 1.106 1.082 3.292  0.412
H10 2.155 0.827 1.882  0.405

=====

x) Below is the ion C3H10N3 with charge +1, with properties calculated with ωB97M-V with the def2-TZVPD basis set.

Summary:
Highest occupied orbital energy = -14.29 eV
HOMO-LUMO gap = 10.573 eV
Spin multiplicity = 1
Net charge = +1
Lowest unoccupied orbital energy = -3.72 eV
Structure (SMILES) = C[NH2+]/N=C(/C)N

Each line ends with the natural charge from an NBO analysis.
Atoms and positions in Å:
C1 2.545 -0.188 0.382  -0.364
N1 1.202 0.234 -0.289  -0.346
N2 0.152 -0.659 -0.342  -0.392
C2 -1.092 -0.094 -0.167  0.494
C3 -2.140 -1.141 0.007  -0.649
N3 -1.336 1.294 -0.153  -0.797
H1 2.997 0.775 0.469  0.218
H2 2.265 -0.667 1.246  0.233
H3 3.083 -0.844 -0.320  0.243
H4 0.894 1.206 0.196  0.363
H5 1.488 0.587 -1.170  0.407
H6 -1.933 -1.789 0.806  0.264
H7 -3.127 -0.521 0.250  0.219
H8 -2.256 -1.682 -0.874  0.267
H9 -2.273 1.635 0.200  0.457
H10 -0.469 1.852 -0.242  0.382

=====

y) Below is a cluster of 2 separate species, C3H10N3 in total, with properties calculated with ωB97M-V with the def2-TZVPD basis set.

Summary:
Highest occupied orbital energy = -13.37 eV
HOMO-LUMO gap = 9.904 eV
Spin multiplicity = 1
Net charge = +1
Lowest unoccupied orbital energy = -3.47 eV

Each line ends with the natural charge from an NBO analysis.
Atoms and positions in Å:
C1 0.844 1.537 0.058  0.165
C2 -0.515 -0.937 0.387  -0.285
C3 -0.781 0.322 -0.421  0.105
N1 1.879 0.883 0.032  -0.644
N2 -1.914 0.909 -0.019  -0.789
N3 0.611 -1.622 -0.297  -0.866
H1 0.931 2.558 0.274  0.182
H2 -0.183 -0.658 1.360  0.209
H3 -1.427 -1.470 0.591  0.225
H4 -0.661 0.144 -1.539  0.238
H5 2.778 1.066 0.319  0.412
H6 -2.272 1.720 -0.500  0.408
H7 -2.230 0.862 0.988  0.404
H8 0.390 -2.180 -1.224  0.412
H9 1.126 -2.161 0.314  0.385
H10 1.578 -0.100 -0.085  0.439

=====

Least stable structure: w)

=====

w) Below is a cluster of 2 separate species, C3H10N3 in total, with properties calculated with ωB97M-V with the def2-TZVPD basis set.

Summary:
Highest occupied orbital energy = -14.25 eV
HOMO-LUMO gap = 9.452 eV
Spin multiplicity = 1
Net charge = +1
Lowest unoccupied orbital energy = -4.79 eV

Each line ends with the natural charge from an NBO analysis.
Atoms and positions in Å:
C1 3.009 -0.118 -0.453  -0.286
C2 0.974 0.159 0.982  -0.322
C3 1.823 -0.555 -0.074  -0.212
N1 0.644 1.255 0.186  0.072
N2 -0.476 1.336 -0.339  -0.352
N3 -2.537 -0.317 -0.085  -1.052
H1 3.599 -0.664 -1.168  0.230
H2 3.450 0.776 -0.049  0.213
H3 0.133 -0.455 1.317  0.209
H4 1.606 0.480 1.810  0.262
H5 1.349 -1.415 -0.517  0.224
H6 -1.328 0.628 -0.189  0.405
H7 -0.595 2.117 -0.986  0.403
H8 -2.435 -1.102 0.550  0.401
H9 -2.743 -0.695 -1.004  0.402
H10 -3.353 0.210 0.216  0.404

=====

x) Below is a cluster of 2 separate species, C3H10N3 in total, with properties calculated with ωB97M-V with the def2-TZVPD basis set.

Summary:
Highest occupied orbital energy = -13.01 eV
HOMO-LUMO gap = 9.362 eV
Spin multiplicity = 1
Net charge = +1
Lowest unoccupied orbital energy = -3.65 eV

Each line ends with the natural charge from an NBO analysis.
Atoms and positions in Å:
C1 2.853 1.872 -0.302  -0.094
C2 -2.550 -0.451 0.242  -0.411
C3 0.950 -0.836 0.707  -0.401
N1 1.988 0.930 -0.282  -0.172
N2 -1.394 -0.567 -0.713  -0.681
N3 1.728 -0.286 -0.158  -0.081
H1 2.461 2.841 -0.590  0.211
H2 -1.387 0.083 -1.437  0.422
H3 3.814 1.783 0.257  0.204
H4 -2.287 -0.884 1.192  0.237
H5 -2.532 0.582 0.367  0.221
H6 -3.460 -0.892 -0.171  0.243
H7 0.911 -0.510 1.709  0.202
H8 0.968 -1.878 0.551  0.207
H9 -0.535 -0.317 -0.179  0.448
H10 -1.526 -1.470 -1.192  0.444

=====

Least stable structure: x)